# H2N2O4S

H2N2O4S in the gas phase in a non-equilibrium geometry (wB97M-V/def2-TZVPD, the Open Molecules 2025 dataset).

The geometry in XYZ format:
```
9
Properties=species:S:1:pos:R:3:forces:R:3:mulliken_charge:R:1
N 0.996 1.812 0.174 -1.0958 1.0506 1.5175 0.0898
N 1.294 0.641 -0.290 2.0427 -2.4287 -1.3875 0.1980
O 1.418 2.767 -0.388 0.2313 0.4404 -0.5188 -0.3845
O -1.714 -0.896 0.744 1.0603 -1.4083 -1.5012 -0.3856
O 0.024 -1.261 -1.382 2.1025 0.1134 0.5855 -0.4433
O -0.341 -1.007 1.132 1.2509 -0.4304 0.5038 -0.3862
S 1.155 -0.852 -0.235 -4.6854 1.3058 0.0452 0.5458
H -2.005 -0.129 1.208 -0.0935 1.2738 0.5312 0.3378
H -0.827 -1.076 -0.962 -0.8129 0.0834 0.2242 0.4281
```
Forces are in eV/Å.

highest occupied orbital energy	-9.51	eV
ΔE to the lowest compared entry with this formula, charge and spin	550.08	kJ/mol
orbital gap	7.99	eV
total charge	0
max |F|	0.09459	Eh/bohr

# C6H8

2 unconnected molecules or ions with the total composition C6H8 in a non-equilibrium geometry (wB97M-V/def2-TZVPD, the Open Molecules 2025 dataset).

The geometry in XYZ format:
```
14
Properties=species:S:1:pos:R:3:forces:R:3:mulliken_charge:R:1
C 1.655 -0.467 1.105 -1.6646 0.8511 -0.1758 0.0838
C 2.758 -1.067 0.806 -0.6458 0.3485 0.3047 -0.3992
C 0.523 0.427 1.779 0.3922 0.0309 -0.0861 -0.5257
C 0.647 0.338 0.330 1.3015 -0.4942 0.3837 0.3047
C -0.865 -1.954 -0.544 -1.9805 -0.0518 2.2396 -0.9854
C 0.708 1.323 -0.803 0.2022 0.7191 1.5183 -0.8837
H -0.431 0.083 2.197 0.6897 -0.9552 0.0311 0.2138
H 0.910 1.234 2.437 0.0462 -0.1552 -0.9474 0.2569
H -0.208 -2.695 -0.220 0.7762 -1.0398 0.7675 0.3449
H -0.602 -1.471 -1.387 0.6142 1.6020 -2.7824 0.3638
H -1.901 -1.888 -0.174 0.7859 -0.0678 -0.1777 0.2940
H 1.647 1.348 -1.415 -1.2009 -0.2709 0.4493 0.2826
H 0.536 2.297 -0.285 0.6522 -0.2387 -0.4582 0.3114
H -0.244 1.230 -1.300 0.0314 -0.2780 -1.0664 0.3381
```
Forces are in eV/Å.

highest occupied orbital energy (spin up / spin down)	-8.23 / -8.74	eV
ΔE to the lowest compared entry with this formula, charge and spin	812.83	kJ/mol
orbital gap (spin up / spin down)	8.04 / 8.31	eV
total charge	0
max |F|	0.06357	Eh/bohr

# C3H8INOS

2 unconnected molecules or ions with the total composition C3H8INOS in a non-equilibrium geometry (wB97M-V/def2-TZVPD, the Open Molecules 2025 dataset).

The geometry in XYZ format:
```
15
Properties=species:S:1:pos:R:3:forces:R:3:mulliken_charge:R:1
C 1.359 2.030 0.497 -1.5215 -0.1742 -1.5867 -0.6497
C -1.651 -2.064 -0.037 -0.7302 2.6225 1.2185 -0.8060
C 1.520 0.593 0.694 -0.4860 -1.1140 0.5746 -0.6196
N -0.205 -0.071 -1.254 -1.0439 0.5232 0.0114 -0.3668
O -2.080 0.544 0.206 -0.8523 0.7184 0.6221 -0.5442
S -1.781 -0.329 -0.911 1.8406 -1.4948 0.1507 0.5305
I 3.051 -0.530 -0.097 0.1702 0.1702 0.0776 0.0561
H 0.256 2.256 0.685 1.3501 -0.1508 -0.8418 0.1974
H 1.884 2.736 1.095 0.9431 0.1943 0.8869 0.3373
H 1.731 2.172 -0.555 -0.9053 0.5734 0.6953 0.2484
H -2.609 -2.518 0.181 -0.3202 -0.2920 -0.9403 0.3530
H -1.457 -1.603 0.971 0.8718 -0.7438 -0.9168 0.2429
H -0.901 -2.622 -0.549 0.3809 -0.5701 0.1181 0.2979
H 0.745 -0.025 1.140 0.3080 0.2379 0.1089 0.4953
H 0.137 -0.568 -2.068 -0.0053 -0.5003 -0.1785 0.2277
```
Forces are in eV/Å.

highest occupied orbital energy (spin up / spin down)	-7.45 / -9.08	eV
ΔE to the lowest compared entry with this formula, charge and spin	399.02	kJ/mol
orbital gap (spin up / spin down)	5.56 / 9.21	eV
total charge	0
max |F|	0.05800	Eh/bohr

# C48H52BrFN4O7PSiW

A molecular structure, C48H52BrFN4O7PSiW in a non-equilibrium geometry (wB97M-V/def2-TZVPD, the Open Molecules 2025 dataset).

The geometry in XYZ format:
```
116
Properties=species:S:1:pos:R:3:forces:R:3:mulliken_charge:R:1
W 0.257 0.072 -0.072 -1.0200 0.0496 0.1264 -0.4908
Br 2.443 -1.544 1.779 0.2880 0.0247 0.5562 0.2677
C 3.727 -1.424 0.421 -0.2106 0.1660 -0.0397 0.8035
C 4.914 -2.044 0.674 0.2254 -0.0144 -0.1062 -0.8368
C 5.950 -1.963 -0.271 0.0292 -0.0832 0.1109 -1.0790
C 5.740 -1.269 -1.424 0.0530 0.0335 -0.1075 -1.0343
C 4.503 -0.640 -1.693 0.0138 0.0268 -0.0725 1.1919
C 4.348 0.056 -2.920 0.1526 -0.0733 0.0062 -1.1150
C 3.161 0.623 -3.237 -0.0166 -0.0251 -0.1836 -1.1284
C 2.095 0.538 -2.326 0.1862 -0.1667 -0.2029 0.1558
C 2.171 -0.079 -1.099 -0.1252 0.4613 0.4164 0.0476
C 3.431 -0.697 -0.759 0.0623 -0.2396 -0.0551 1.2375
H 5.052 -2.592 1.598 -0.0083 0.0455 -0.0460 0.5234
H 6.900 -2.442 -0.072 -0.0356 0.0065 -0.0160 0.4144
H 6.523 -1.190 -2.170 -0.0246 0.0019 0.0326 0.4564
H 5.195 0.118 -3.594 -0.0262 -0.0099 0.0570 0.4308
H 3.026 1.164 -4.166 -0.0027 -0.0552 0.0362 0.4585
H 1.178 0.993 -2.641 -0.0623 0.0744 -0.0629 -0.4558
C 3.590 2.277 0.416 0.1525 -0.0197 -0.2897 -0.8320
Si 2.332 2.313 1.762 0.1824 -0.2487 0.0325 0.7086
C 3.248 1.983 3.356 0.0088 -0.0229 0.2721 -1.2802
C 1.609 4.030 1.785 -0.2206 0.2251 0.0118 -1.2005
N 1.035 1.058 1.592 -0.4584 -0.3497 -0.3037 0.8834
C 0.343 0.759 2.778 0.2596 0.1392 0.0502 -0.1871
C 0.223 1.562 3.920 0.2508 0.2246 0.0338 -0.2926
C -0.446 1.122 5.049 -0.0363 -0.0348 -0.0131 -1.2007
C -1.056 -0.128 5.091 0.0104 -0.0016 -0.0215 -0.9039
C -1.036 -0.922 3.953 -0.1022 -0.0125 0.2178 -1.0519
C -0.351 -0.427 2.878 -0.1877 -0.0287 0.2151 0.3452
F -0.438 -1.135 1.684 0.2133 0.0672 -0.6167 0.8818
H 4.219 3.163 0.583 -0.0817 -0.1021 0.0046 0.6388
H 3.173 2.357 -0.588 0.1091 -0.0227 0.1175 0.0650
H 4.238 1.401 0.474 -0.0221 0.0801 0.0014 0.2437
H 4.322 2.102 3.176 -0.1192 -0.0164 0.0091 0.5238
H 3.080 0.973 3.738 0.0544 0.0495 -0.0280 0.2569
H 2.967 2.687 4.146 0.0577 -0.0974 -0.0487 0.3848
H 2.297 4.672 2.349 -0.0684 -0.0380 -0.0685 0.6773
H 0.622 4.106 2.251 0.0990 0.0292 -0.0427 0.2752
H 1.545 4.435 0.770 -0.0215 0.0027 0.1221 0.2249
H 0.640 2.562 3.911 0.0184 -0.1082 0.0613 0.4033
H -0.513 1.781 5.906 0.0195 -0.0420 -0.0343 0.4889
H -1.571 -0.467 5.981 0.0235 0.0371 -0.0591 0.4283
H -1.544 -1.877 3.891 0.0290 0.0917 0.0029 0.5432
C -4.886 0.247 -1.531 -0.0322 0.0381 0.0073 -1.7757
C -3.603 0.258 -0.694 0.0137 0.1246 0.0311 0.7220
C -3.652 -0.888 0.320 -0.0692 -0.0386 -0.0744 -1.6705
P -2.042 0.193 -1.699 -0.0531 -0.5495 0.0102 1.6731
C -2.384 1.190 -3.213 0.3572 0.3058 0.0440 -0.0916
C -2.864 2.618 -2.962 -0.1651 -0.0592 -0.0352 -1.5929
C -1.190 1.150 -4.168 -0.0744 -0.0143 -0.0206 -0.9882
C -2.094 -1.483 -2.304 -0.0439 0.1917 -0.1869 0.4178
C -3.044 -1.972 -3.197 -0.1223 -0.1300 -0.0905 -0.7594
C -3.157 -3.327 -3.474 -0.0121 0.0703 -0.0456 0.1126
C -4.174 -3.855 -4.449 0.0678 0.0132 0.0035 -1.6485
C -2.276 -4.180 -2.812 -0.0127 -0.0507 -0.0245 -1.1349
C -1.302 -3.702 -1.958 0.0593 0.0377 0.0892 -0.5875
C -1.184 -2.327 -1.701 0.3166 -0.2650 0.2396 0.3544
N -0.114 -1.805 -0.881 0.2157 0.3715 0.0225 0.9249
C 0.943 -2.821 -0.796 -0.2783 0.0448 0.0741 -0.7227
C 1.035 -3.697 0.283 -0.1140 -0.1754 -0.0007 1.1110
C 0.002 -3.771 1.378 0.0459 -0.1586 -0.0345 -1.7537
C 2.096 -4.600 0.315 0.0072 -0.1015 0.0101 -0.9601
C 3.024 -4.682 -0.713 -0.0012 -0.0654 0.0229 0.4060
C 4.198 -5.624 -0.644 -0.0542 0.0511 -0.0215 -1.5743
C 2.798 -3.909 -1.848 0.0866 -0.0344 -0.0934 -0.4890
C 1.748 -3.010 -1.928 0.0248 -0.0291 -0.1609 1.7771
C 1.426 -2.404 -3.273 0.1093 -0.0388 0.0740 -1.9460
H -5.724 0.401 -0.848 0.0030 -0.0153 -0.0379 0.5177
H -5.041 -0.716 -2.017 0.0109 0.0175 0.0138 0.4083
H -4.933 1.037 -2.282 -0.0039 -0.0931 0.0589 0.4058
H -3.563 1.206 -0.156 -0.0098 0.0341 0.0451 0.4777
H -3.759 -1.847 -0.193 -0.0071 0.0275 0.0204 0.2712
H -4.525 -0.752 0.961 0.0082 -0.0058 -0.0138 0.6029
H -2.779 -0.929 0.962 0.0610 0.0275 0.0121 -0.0350
H -3.214 0.644 -3.660 -0.0187 -0.0979 -0.0545 0.9966
H -3.636 2.680 -2.193 0.0766 0.0261 -0.0296 0.2628
H -3.287 3.016 -3.888 0.0162 -0.0156 0.0425 0.5771
H -2.046 3.266 -2.681 0.1733 0.1523 0.0787 0.2308
H -0.333 1.680 -3.746 -0.0540 0.0261 -0.0319 -0.0157
H -1.449 1.651 -5.103 0.0005 -0.0292 0.0257 0.5128
H -0.886 0.128 -4.405 -0.0001 0.0475 0.0380 0.1885
H -3.716 -1.288 -3.702 0.0040 -0.0374 0.0486 0.3910
H -4.894 -3.086 -4.731 0.0248 -0.0213 0.0169 0.3820
H -4.722 -4.697 -4.024 0.0106 0.0267 -0.0039 0.3786
H -3.689 -4.210 -5.362 -0.0180 0.0194 0.0482 0.3253
H -2.337 -5.250 -2.987 0.0070 0.0858 0.0275 0.4497
H -0.620 -4.407 -1.510 0.0063 -0.0153 0.0443 0.4755
H -0.945 -3.324 1.082 0.0038 -0.0390 -0.0177 0.1164
H -0.179 -4.818 1.624 0.0124 0.0148 -0.0182 0.6853
H 0.343 -3.281 2.294 -0.0194 -0.0780 -0.0353 0.2067
H 2.183 -5.266 1.169 0.0049 0.0549 -0.0575 0.4160
H 4.232 -6.148 0.310 -0.0065 0.0142 -0.0233 0.4069
H 5.136 -5.077 -0.769 -0.0499 -0.0137 0.0126 0.3160
H 4.149 -6.370 -1.441 -0.0021 0.0385 0.0319 0.3674
H 3.445 -4.029 -2.714 -0.0415 0.0033 0.0695 0.4372
H 2.336 -2.149 -3.815 -0.0018 0.0070 0.0222 0.5289
H 0.802 -1.521 -3.207 -0.0142 0.0996 0.0185 -0.1280
H 0.880 -3.144 -3.866 0.0190 0.0175 0.0158 0.4527
O -2.318 2.468 2.093 -0.1538 0.0300 0.0952 -0.6475
C -1.664 2.208 1.120 0.1317 -0.1386 -0.0999 -0.6103
O -1.345 0.969 0.786 0.0759 0.0878 -0.0430 -0.0707
C -1.222 3.249 0.151 -0.0475 0.0426 0.1260 0.7185
C -1.842 4.487 0.228 -0.0690 0.0154 0.1054 -0.5248
C -1.474 5.485 -0.640 -0.1579 0.2591 0.0570 -1.3387
C -0.478 5.296 -1.570 0.0899 0.1798 -0.1452 -0.3159
C 0.156 4.078 -1.618 0.2039 0.1049 -0.2329 -0.0237
C -0.209 3.013 -0.782 0.0372 -0.2910 0.0936 0.0569
O 0.407 1.840 -0.886 -0.0381 0.0932 -0.2572 0.2774
N 1.223 3.956 -2.627 -0.2894 -0.3797 -0.2433 1.0842
O 2.213 3.321 -2.332 0.0057 0.3001 0.0140 -0.5179
O 1.015 4.471 -3.708 0.0649 0.0167 0.2319 -0.6398
N -2.151 6.800 -0.578 -0.0203 0.0361 -0.0051 1.0479
O -3.051 6.920 0.226 0.1006 -0.0655 -0.0587 -0.6170
O -1.760 7.659 -1.339 -0.0119 -0.1337 0.0721 -0.6227
H -2.604 4.655 0.976 -0.0315 -0.0110 0.0087 0.7091
H -0.196 6.087 -2.250 -0.0060 0.0138 -0.0012 0.7505
```
Forces are in eV/Å.

highest occupied orbital energy	-10.57	eV
orbital gap	5.63	eV
total charge	+1
max |F|	0.02001	Eh/bohr